[1]
A structure of composition C26H25AsCl4CoN2O5P at a distorted geometry. Source: OMol25; level of theory: wB97M-V/def2-TZVPD.

<S²> = 3.757
Gap between HOMO and LUMO (alpha / beta) = 7.240 / 7.128 eV
Highest occupied orbital energy (alpha / beta) = -9.985 / -10.007 eV

Geometry as ORCA input:
```
! wB97M-V def2-TZVPD RIJCOSX def2/J DEFGRID3
* xyz 1 4
Co -0.713 -0.037 1.268
Cl -7.007 -0.251 3.559
C -5.486 -0.804 2.987
C -5.133 -2.143 3.136
Cl -6.214 -3.249 3.879
C -3.891 -2.584 2.671
Cl -3.448 -4.245 2.823
C -3.011 -1.697 2.080
O -1.784 -2.028 1.565
C -3.349 -0.337 1.940
O -2.468 0.474 1.387
C -4.601 0.088 2.384
Cl -5.011 1.742 2.174
N -0.066 -3.890 2.664
C 1.165 -3.464 1.980
P 1.674 -1.884 2.756
O 2.199 -2.060 4.120
O 0.598 -0.827 2.561
C 3.091 -1.254 1.689
N 3.135 0.213 1.986
H -0.284 -4.859 2.468
H -1.347 -2.840 1.993
H 0.046 -3.800 3.671
H 0.967 -3.325 0.914
H 1.993 -4.169 2.100
H 2.965 -1.409 0.618
H 4.013 -1.723 2.025
H 2.324 0.667 1.484
H 4.010 0.656 1.721
H 2.975 0.341 2.990
O 0.919 0.980 0.507
As 0.734 1.276 -1.151
C -1.109 1.635 -1.531
C -1.750 1.013 -2.598
C -3.084 1.299 -2.836
C -3.760 2.196 -2.018
C -3.109 2.821 -0.963
C -1.776 2.546 -0.718
C 1.267 -0.345 -2.043
C 0.469 -1.467 -1.821
C 0.824 -2.680 -2.387
C 1.972 -2.767 -3.166
C 2.771 -1.652 -3.374
C 2.421 -0.432 -2.812
C 1.915 2.750 -1.530
C 2.272 3.113 -2.824
C 3.121 4.193 -3.016
C 3.593 4.910 -1.925
C 3.216 4.559 -0.636
C 2.375 3.476 -0.436
H -1.216 0.313 -3.229
H -3.596 0.821 -3.660
H -4.805 2.405 -2.202
H -3.642 3.518 -0.332
H -1.259 3.021 0.108
H -0.426 -1.383 -1.209
H 0.202 -3.552 -2.234
H 2.243 -3.714 -3.613
H 3.663 -1.731 -3.980
H 3.043 0.443 -2.962
H 1.882 2.565 -3.674
H 3.405 4.482 -4.018
H 4.254 5.753 -2.081
H 3.568 5.132 0.211
H 2.057 3.197 0.561
*
```

---

[2]
A structure of composition C26H25B2F2HfN2O4 at a distorted geometry. Source: OMol25; level of theory: wB97M-V/def2-TZVPD.

Gap between HOMO and LUMO = 5.729 eV
Highest occupied orbital energy = -3.850 eV
Energy above the lowest of the compared OMol25 structures with the same formula, charge and spin = 27.73 kcal per mole

Geometry as ORCA input:
```
! wB97M-V def2-TZVPD RIJCOSX def2/J DEFGRID3
* xyz -1 1
Hf -0.050 -0.308 1.269
C 3.106 -2.719 2.104
C 2.832 -3.479 0.801
C 1.485 -4.224 0.799
C 2.962 -2.657 -0.480
C 3.780 -3.222 -1.459
C 3.984 -2.639 -2.699
C 3.336 -1.444 -2.954
C 2.490 -0.840 -2.030
C 1.943 0.526 -2.452
C 2.710 1.640 -1.730
C 0.431 0.770 -2.344
C 2.256 -1.438 -0.750
N 1.456 -0.795 0.173
H 2.912 -3.367 2.967
H 2.498 -1.829 2.189
H 4.155 -2.407 2.141
H 3.615 -4.238 0.742
H 0.669 -3.538 0.596
H 1.289 -4.711 1.761
H 1.489 -4.989 0.016
H 4.289 -4.153 -1.223
H 4.629 -3.102 -3.440
H 3.481 -0.958 -3.918
H 2.168 0.600 -3.518
H 2.528 1.567 -0.653
H 2.383 2.630 -2.073
H 3.786 1.550 -1.906
H 0.167 1.146 -1.363
H -0.138 -0.139 -2.539
H 0.129 1.526 -3.077
F 0.377 -0.617 3.661
B -0.316 -1.711 3.072
F -0.943 -2.341 4.067
O 1.211 3.072 1.650
B 0.376 1.946 1.501
O -0.823 2.416 0.842
C -0.678 3.762 0.635
C -1.552 4.654 0.060
C -1.137 5.987 -0.019
C 0.104 6.382 0.468
C 0.978 5.462 1.055
C 0.557 4.153 1.124
H -2.519 4.332 -0.307
H -1.791 6.722 -0.473
H 0.398 7.423 0.400
H 1.947 5.758 1.443
O -2.546 -1.628 -1.970
C -2.801 -1.217 -0.881
N -1.889 -0.801 0.100
C -2.586 -0.419 1.183
O -1.975 -0.033 2.189
C -4.057 -0.562 0.981
C -5.141 -0.300 1.786
C -6.406 -0.561 1.259
C -6.551 -1.057 -0.031
C -5.437 -1.311 -0.833
C -4.196 -1.056 -0.296
H -5.009 0.097 2.786
H -7.289 -0.375 1.858
H -7.546 -1.246 -0.417
H -5.532 -1.692 -1.843
*
```

---

[3]
A structure of composition C26H25Br2NP2Sn. Source: OMol25; level of theory: wB97M-V/def2-TZVPD.

Gap between HOMO and LUMO = 6.248 eV
Highest occupied orbital energy = -20.068 eV
Energy above the lowest of the compared OMol25 structures with the same formula, charge and spin = 0.00 kcal per mole

Geometry as ORCA input:
```
! wB97M-V def2-TZVPD RIJCOSX def2/J DEFGRID3
* xyz 4 1
Sn 0.238 -2.448 -1.977
Br -0.273 -3.107 -4.873
C 1.554 -2.653 -5.258
Br 2.404 -1.878 -3.659
H 1.589 -1.878 -6.015
H 2.114 -3.547 -5.513
C -1.274 1.667 0.985
N -0.473 0.415 0.664
P 0.081 -0.431 1.908
C -0.845 -0.580 3.323
C -0.151 -0.648 4.567
C -0.874 -0.734 5.733
C -2.269 -0.778 5.681
C -2.962 -0.724 4.461
C -2.268 -0.614 3.286
C 1.670 -1.059 1.838
C 2.686 -0.314 1.186
C 3.995 -0.715 1.327
C 4.300 -1.854 2.082
C 3.302 -2.606 2.702
C 1.984 -2.218 2.593
P -0.153 0.198 -1.106
C 0.726 1.648 -1.619
C 0.096 2.901 -1.696
C 0.819 4.004 -2.111
C 2.158 3.867 -2.472
C 2.782 2.626 -2.424
C 2.070 1.517 -2.000
C -1.792 0.124 -1.818
C -2.880 -0.475 -1.167
C -4.095 -0.585 -1.822
C -4.228 -0.117 -3.127
C -3.146 0.451 -3.789
C -1.925 0.576 -3.142
H -1.787 1.559 1.934
H -2.015 1.812 0.204
H -0.587 2.509 1.026
H 0.929 -0.592 4.604
H -0.365 -0.759 6.687
H -2.831 -0.852 6.604
H -4.043 -0.771 4.455
H -2.799 -0.578 2.342
H 2.447 0.593 0.644
H 4.792 -0.133 0.883
H 5.336 -2.153 2.194
H 3.562 -3.486 3.276
H 1.204 -2.792 3.079
H -0.956 3.015 -1.469
H 0.339 4.971 -2.172
H 2.714 4.734 -2.806
H 3.816 2.528 -2.725
H 2.558 0.550 -1.964
H -2.789 -0.837 -0.148
H -4.945 -1.025 -1.319
H -5.186 -0.194 -3.626
H -3.259 0.817 -4.800
H -1.095 1.054 -3.649
*
```

---

[4]
A structure of composition C26H25CdN6O4S5 at a distorted geometry. Source: OMol25; level of theory: wB97M-V/def2-TZVPD.

Gap between HOMO and LUMO = 6.189 eV
Highest occupied orbital energy = -4.037 eV
Energy above the lowest of the compared OMol25 structures with the same formula, charge and spin = 22.24 kcal per mole

Geometry as ORCA input:
```
! wB97M-V def2-TZVPD RIJCOSX def2/J DEFGRID3
* xyz -1 1
Cd -1.213 0.043 0.840
C 2.786 4.217 3.759
C 2.924 2.941 2.925
N 1.873 1.995 3.204
C 0.714 1.919 2.491
S -0.569 1.106 3.270
N 0.639 2.530 1.329
N -0.432 2.248 0.589
C -0.876 3.083 -0.290
C -0.224 4.421 -0.526
C -2.088 2.701 -1.003
C -2.630 3.475 -2.039
C -3.801 3.069 -2.647
C -4.429 1.915 -2.204
C -3.839 1.214 -1.161
N -2.708 1.583 -0.592
H 3.570 4.922 3.496
H 2.858 3.995 4.822
H 1.819 4.676 3.566
H 3.888 2.460 3.132
H 2.870 3.175 1.861
H 1.762 1.713 4.168
H 0.489 4.589 0.280
H -0.957 5.225 -0.539
H 0.323 4.425 -1.470
H -2.139 4.380 -2.362
H -4.224 3.651 -3.456
H -5.346 1.567 -2.647
H -4.302 0.320 -0.767
O -7.078 -4.649 0.112
C -6.056 -4.034 0.250
S -4.553 -4.394 -0.597
C -3.602 -3.083 0.093
C -4.190 -2.249 0.988
S -3.548 -0.908 1.813
S -5.885 -2.654 1.339
S -1.949 -2.850 -0.454
O 5.347 -2.949 0.952
C 4.768 -2.419 2.123
C 3.328 -2.051 1.880
C 2.441 -1.936 2.948
C 1.133 -1.576 2.683
N 0.678 -1.363 1.459
C 1.499 -1.515 0.418
C 2.849 -1.827 0.606
C 0.883 -1.448 -0.915
C 1.421 -2.214 -1.928
C 0.781 -2.225 -3.200
C 1.503 -2.863 -4.355
O 2.653 -2.118 -4.727
C -0.387 -1.575 -3.360
C -1.060 -0.898 -2.190
N -0.222 -0.704 -1.031
H 6.246 -3.226 1.143
H 5.312 -1.515 2.446
H 4.815 -3.151 2.942
H 2.762 -2.121 3.962
H 0.407 -1.456 3.479
H 3.514 -1.908 -0.235
H 2.315 -2.795 -1.789
H 0.829 -2.964 -5.220
H 1.872 -3.856 -4.082
H 2.460 -1.186 -4.576
H -0.902 -1.520 -4.306
H -1.475 0.076 -2.516
O -3.360 -1.704 -2.359
C -2.286 -1.731 -1.829
*
```